Computed, not measured: a 14-piece molecular cluster, C52H144N12O16 overall, with ωB97M-V/def2-TZVPD.

Positions of all 224 atoms, in Å:
C -2.54287 3.92919 -0.11057
C -1.12504 4.49859 -0.30093
O -1.16007 5.91029 -0.21085
O -2.89445 3.82378 1.25463
H -2.52150 2.92936 -0.54413
H -3.26318 4.54480 -0.64933
H -0.59720 4.09651 -1.16569
H -0.43583 4.10567 0.44653
H -0.22927 6.12948 -0.12622
H -2.79551 4.73616 1.53637
C 2.36091 -5.00740 0.75155
C 1.31479 -4.49094 1.71092
O 0.07706 -5.08249 1.39716
O 3.63711 -4.54976 1.15571
H 2.09202 -4.63996 -0.23879
H 2.34442 -6.08347 0.57856
H 1.32585 -3.40342 1.63837
H 1.65308 -4.73009 2.71911
H -0.57852 -4.41861 1.62312
H 4.28820 -5.14217 0.77265
C 3.12482 4.77796 6.20765
C 1.76415 4.06203 6.37417
C 1.00191 4.19958 5.08408
O -0.24252 3.49159 5.00042
C -1.42800 4.28558 5.12105
N 2.05716 2.65401 6.64286
H 3.64848 4.83276 7.16205
H 2.77447 5.75867 5.88586
H 3.82729 4.45636 5.43875
H 1.15226 4.55249 7.13121
H 1.56356 3.68483 4.30456
H 0.87652 5.25717 4.85192
H -1.52148 4.53670 6.17761
H -2.21473 3.62711 4.75285
H -1.34921 5.20085 4.53439
H 1.23780 2.14181 6.34892
H 2.85556 2.39752 6.07994
C 0.31004 1.35202 2.39488
C -0.61510 1.10025 1.15329
C -0.09526 -0.21423 0.40213
O -0.86789 -0.39047 -0.78700
C -0.29279 0.35670 -1.83743
N -1.97498 0.98503 1.60913
H 0.12037 0.68267 3.23398
H 0.21287 2.38723 2.72198
H 1.33580 1.18316 2.06716
H -0.46719 1.91927 0.44942
H -0.30873 -1.08359 1.02403
H 0.98026 -0.26026 0.23111
H -1.02081 0.49516 -2.63676
H 0.49370 -0.30840 -2.19404
H 0.13516 1.29644 -1.48837
H -2.41004 1.89650 1.60123
H -2.46607 0.60127 0.81437
C 1.70309 3.35005 -5.06460
C 1.14161 3.59653 -3.63580
C 2.24651 3.11766 -2.64703
O 1.80755 3.37397 -1.31181
C 2.50055 2.65912 -0.29877
N 1.01787 5.03047 -3.47240
H 2.69053 3.79598 -5.18375
H 0.99655 3.83426 -5.73872
H 1.74629 2.28631 -5.29847
H 0.21497 3.03962 -3.49690
H 3.24848 3.53213 -2.75809
H 2.40658 2.04844 -2.78579
H 2.43662 1.58440 -0.46902
H 2.01787 2.93505 0.63877
H 3.51104 3.06022 -0.37714
H 1.92885 5.44901 -3.34968
H 0.68995 4.99261 -2.51787
C -3.98813 6.57819 -4.54850
C -2.77372 5.86927 -3.92723
C -2.66644 4.36274 -4.26971
O -3.68693 3.62841 -3.65515
C -3.45643 2.17129 -3.85190
N -1.61601 6.54430 -4.48958
H -4.03741 7.61856 -4.22710
H -4.85652 6.06336 -4.13750
H -3.94037 6.48503 -5.63347
H -2.72364 6.04809 -2.85316
H -1.67950 4.10006 -3.88882
H -2.68899 4.17781 -5.34367
H -4.21697 1.70820 -3.22323
H -2.46260 1.81182 -3.58513
H -3.70270 1.91682 -4.88277
H -0.81638 6.03055 -4.14790
H -1.60428 7.42316 -3.99203
C -0.79444 -4.91022 4.85578
C -0.73358 -3.41122 4.79854
C -1.66234 -2.72035 3.83215
O -1.55184 -3.20579 2.52690
C -2.53727 -2.74306 1.63918
N -1.03650 -2.93189 6.14678
H -1.81213 -5.23938 5.06571
H -0.20224 -5.31723 5.67537
H -0.45311 -5.40421 3.94608
H 0.28311 -3.07609 4.59330
H -1.54650 -1.63654 3.83634
H -2.71418 -2.84668 4.08862
H -2.63189 -1.65878 1.58016
H -3.52865 -3.10799 1.90768
H -2.22661 -3.16130 0.68175
H -1.17732 -1.94081 6.01252
H -1.99239 -3.15684 6.38295
C -1.18657 1.54723 8.27324
C -1.36096 0.55180 7.14968
C -2.82104 0.50092 6.63892
O -2.89752 -0.25154 5.36092
C -4.24453 -0.33741 4.94835
N -0.49919 0.85407 6.01505
H -0.19732 1.40775 8.70916
H -1.91084 1.48765 9.08563
H -1.26919 2.55954 7.87762
H -1.14774 -0.42269 7.58902
H -3.11980 1.52737 6.42623
H -3.52831 0.05027 7.33518
H -4.67274 0.59808 4.58836
H -4.96425 -0.74767 5.65672
H -4.27336 -0.98136 4.06938
H -0.57517 1.85038 5.86775
H -0.95465 0.52822 5.17453
C 6.36123 -2.29148 -5.38945
C 5.81467 -1.45401 -4.23550
C 4.24164 -1.57207 -4.14218
O 3.74642 -1.06826 -5.36717
C 2.37699 -1.27151 -5.54044
N 6.43088 -1.92146 -3.02890
H 6.32002 -3.37130 -5.24675
H 7.36849 -2.06003 -5.73580
H 5.82928 -1.99526 -6.29355
H 5.98146 -0.39524 -4.43380
H 3.76178 -1.02144 -3.33307
H 3.97989 -2.62931 -4.09950
H 2.08896 -2.30920 -5.70872
H 2.09891 -0.68997 -6.41941
H 1.82072 -0.80241 -4.72889
H 6.40058 -2.93095 -3.01737
H 5.80003 -1.66145 -2.28423
C 3.09662 -1.19673 5.00355
C 4.57556 -0.71709 4.94864
C 4.75138 0.73323 5.37376
O 4.05457 1.65201 4.59207
C 4.62468 1.97963 3.32430
N 5.39554 -1.62364 5.77388
H 2.53284 -0.69331 4.21817
H 2.54514 -0.87467 5.88687
H 2.93345 -2.26706 4.87759
H 4.97048 -0.89116 3.94772
H 5.76348 1.06202 5.60966
H 4.30975 0.79372 6.36844
H 4.74573 1.12348 2.66062
H 5.56107 2.52588 3.43783
H 3.92388 2.70206 2.90588
H 5.27709 -1.50911 6.77035
H 5.02003 -2.55604 5.67513
C -0.99137 -6.22606 -4.57208
C -0.90400 -6.49459 -3.04220
C -0.82245 -5.17596 -2.26800
O 0.42562 -4.44249 -2.56566
C 0.55626 -3.10996 -2.06693
N -2.07983 -7.36705 -2.76550
H -0.06218 -5.81609 -4.96785
H -1.82396 -5.54382 -4.74374
H -1.20105 -7.11170 -5.17189
H 0.00514 -7.09590 -3.03980
H -0.95840 -5.27351 -1.19092
H -1.77426 -4.66654 -2.41846
H 1.53667 -2.72262 -2.34415
H 0.35075 -3.14238 -0.99697
H -0.16649 -2.50373 -2.61304
H -2.88331 -6.76486 -2.87445
H -2.23390 -7.94790 -3.57727
C -2.95503 -2.24764 -4.19554
C -3.49269 -2.55330 -5.56838
C -2.36769 -2.92980 -6.64553
O -1.23820 -2.03469 -6.67888
C -1.45144 -0.72427 -7.13425
N -4.46184 -3.63888 -5.58328
H -3.82221 -2.09058 -3.55412
H -2.34877 -1.34625 -4.28534
H -2.44164 -3.13524 -3.82582
H -3.95721 -1.65644 -5.97822
H -2.81415 -2.90784 -7.63966
H -1.90797 -3.89164 -6.41831
H -2.42834 -0.32215 -6.86583
H -1.40261 -0.70694 -8.22301
H -0.72340 -0.07967 -6.64174
H -5.35561 -3.32790 -5.23034
H -4.68811 -3.87057 -6.53995
C 3.52073 -1.09281 1.13772
C 4.35576 -0.94635 -0.16760
C 5.58875 -0.01182 -0.04038
O 5.17019 1.31923 0.23839
C 6.04801 2.30755 -0.19887
N 4.94398 -2.23236 -0.50920
H 4.01471 -1.64049 1.94030
H 2.53346 -1.53219 0.99511
H 3.35793 -0.10844 1.57658
H 3.72597 -0.72467 -1.02918
H 6.05435 -0.14741 -1.01657
H 6.29320 -0.36387 0.71321
H 7.06730 2.11258 0.13451
H 5.65399 3.28087 0.09350
H 6.13269 2.29310 -1.28548
H 5.65747 -2.35217 0.19557
H 4.35028 -2.99891 -0.22631
C -5.09351 0.09413 -0.35278
C -6.43960 -0.56472 -0.75122
C -6.46310 -1.23787 -2.17866
O -6.37941 -0.19221 -3.17341
C -6.50481 -0.68286 -4.49965
N -6.84239 -1.56197 0.28605
H -4.74179 0.83319 -1.07263
H -4.31863 -0.65237 -0.17845
H -5.13039 0.70243 0.55095
H -7.13790 0.26941 -0.81980
H -7.42509 -1.70041 -2.39939
H -5.67073 -1.98540 -2.21673
H -6.26375 -1.73956 -4.61536
H -5.87859 -0.30796 -5.30922
H -7.50800 -0.53137 -4.89811
H -7.39970 -1.13516 1.01224
H -7.48510 -2.24709 -0.08495

Force components x, y, z for each atom (eV/Å):
1.4 -0.2 -0.8
-0.4 -0.5 0.5
-0.4 -0.6 -0.4
-0.1 0.2 -0.1
-0.3 -0.2 0.1
0.0 0.0 -0.2
-0.6 0.3 -0.9
-0.3 -0.1 0.8
0.7 0.9 0.2
0.0 0.3 0.7
-0.5 0.0 -1.0
0.8 -0.5 0.1
0.4 0.1 -0.3
0.3 0.0 0.1
0.1 0.4 -0.3
-0.1 -0.3 0.7
-0.3 0.2 0.0
-0.1 -0.1 0.4
-0.5 0.1 0.4
0.1 0.0 0.1
-1.4 1.2 0.3
1.4 -1.1 -0.8
-0.2 -0.4 -1.0
-0.1 0.7 0.2
1.1 -0.6 0.3
-0.7 0.6 0.9
0.0 0.1 0.0
0.7 0.6 0.2
-0.4 -0.7 -0.1
0.3 -0.1 0.6
0.5 0.4 -0.2
-0.2 0.1 -0.3
-0.6 0.2 0.1
-0.3 0.3 0.2
-0.1 0.0 -0.2
0.3 -0.8 0.0
-0.2 -0.2 -0.3
-0.1 0.1 -1.3
2.6 -1.1 1.0
-2.0 0.7 1.0
-0.1 0.3 0.5
0.3 -0.9 0.0
-0.8 -0.6 -0.9
-0.3 -0.1 -0.1
0.0 -0.1 0.2
0.3 0.1 0.2
0.0 0.2 -0.1
-0.2 -0.1 0.2
0.1 0.6 -0.3
0.0 0.1 0.1
0.5 0.4 -0.6
-0.1 0.2 -0.2
0.2 0.6 0.7
-0.4 -0.7 -0.3
-1.0 -0.2 0.5
3.9 -0.2 -1.2
-1.1 -1.0 0.9
-1.0 -0.3 -0.7
-0.1 1.2 -0.9
-1.6 -0.3 0.8
0.0 0.0 0.0
0.2 0.0 -0.3
0.1 -0.1 -0.1
-0.1 0.3 0.2
0.0 0.7 -0.6
-0.1 -0.6 0.1
0.2 -0.2 0.0
0.2 0.0 0.1
0.3 -0.6 0.7
0.4 0.0 -0.3
-0.4 1.3 0.6
-0.1 -1.2 1.0
-0.5 0.4 -1.1
0.0 1.3 0.5
0.6 -2.2 0.1
-1.5 1.8 0.4
0.3 -0.3 -0.1
0.1 0.0 -0.2
-0.4 0.1 -0.3
-0.1 0.1 0.0
-0.6 -0.6 0.4
0.2 -0.5 0.0
0.1 0.3 -0.3
0.2 -0.2 0.0
0.1 0.4 0.1
0.2 0.0 -0.2
0.8 0.2 -0.1
0.4 0.4 -0.2
-0.1 -0.8 -0.4
0.1 0.0 0.7
-0.9 0.1 -0.4
0.7 -0.2 -0.6
-0.1 -0.2 -0.3
-0.1 0.9 0.1
-0.2 0.0 -0.2
0.2 0.3 0.1
-0.1 0.1 -0.1
0.2 -0.1 -0.2
0.5 0.2 0.1
-0.3 -0.3 0.7
0.4 0.2 0.1
-0.2 -0.3 0.1
-0.4 0.2 -0.2
0.5 0.7 0.4
-0.3 -0.8 0.1
0.2 0.4 0.0
-1.4 -0.9 -0.3
0.4 -0.2 -1.0
-0.6 0.7 2.0
-0.1 -0.2 -1.2
0.0 0.0 0.4
0.1 0.2 -0.1
-0.2 -0.4 -0.1
0.2 0.2 0.0
0.3 -0.3 -0.3
-0.3 0.2 0.0
0.0 -0.1 0.2
0.3 0.5 0.2
0.3 -0.1 0.6
0.2 -0.2 0.0
0.4 0.5 -0.1
0.0 -0.6 -0.2
-0.3 0.9 -1.3
-1.0 -0.8 -0.5
1.1 -0.3 -1.6
0.2 0.1 -0.1
-0.2 0.9 -0.5
0.1 0.7 0.5
-0.3 0.0 0.2
0.4 0.2 0.9
-0.5 -0.5 0.0
0.4 0.1 0.1
0.3 0.1 0.5
-0.1 -0.3 0.4
0.0 -0.2 0.3
0.0 -0.2 -0.2
-0.3 -0.3 0.4
0.1 -0.2 0.0
0.3 -0.3 0.6
-0.3 1.4 -0.7
-0.4 -1.5 0.4
-0.3 -0.3 1.1
0.0 0.1 -0.6
-0.5 0.4 0.5
0.5 -0.1 0.3
-0.1 0.0 -0.3
0.4 0.0 0.5
0.5 -0.1 -0.1
-0.2 0.3 -0.3
0.6 -0.3 -0.8
-0.5 0.0 0.2
0.0 0.1 0.1
0.3 -0.2 0.1
-0.1 -0.2 -0.3
-0.1 0.8 0.3
0.1 -0.3 -0.5
0.2 0.9 0.1
0.2 -0.8 -2.7
0.5 0.3 0.9
-1.1 -1.4 -0.4
-1.2 -0.9 -0.6
0.1 0.8 1.0
-0.1 0.3 0.0
0.0 0.3 -0.2
0.1 -0.3 0.3
0.1 0.0 1.2
0.9 -0.7 0.4
0.1 0.9 -1.1
0.2 -0.3 0.3
0.2 0.6 0.2
-0.2 0.4 0.4
-0.5 0.4 0.5
0.5 -0.4 -0.1
-0.6 -0.5 -0.5
1.0 0.0 -1.9
0.2 1.3 1.0
-0.4 -0.7 0.8
-0.5 -0.1 0.1
-0.1 -0.5 0.0
0.1 0.3 0.3
0.2 -0.2 0.5
0.4 0.3 0.1
-0.1 0.4 0.1
-0.3 -0.4 -0.2
-0.3 -0.1 0.0
-0.2 -0.1 0.2
0.3 0.3 -0.2
0.2 0.0 -0.4
0.0 0.1 0.4
0.2 -0.2 -0.3
0.1 1.3 -0.1
-0.1 -0.8 1.6
-1.6 0.3 -0.6
-0.3 -1.1 0.1
0.4 0.0 -0.7
0.6 -0.8 0.4
0.3 -0.3 -0.3
0.1 -0.2 -0.2
-0.3 0.2 -0.1
-0.1 0.8 0.2
0.5 0.7 -0.1
0.0 -0.2 0.3
0.2 0.3 0.5
0.3 -0.1 0.2
-0.2 0.1 -0.4
0.8 -0.2 0.0
-0.8 0.0 -0.2
0.0 -0.2 -0.3
0.1 0.1 -0.2
-0.3 1.4 0.7
1.1 -0.4 -0.3
-0.4 -0.7 -0.5
0.1 0.2 -0.5
-0.1 -0.3 -0.5
0.1 -0.1 -0.2
-0.6 -0.3 0.3
-0.4 -0.1 0.0
-0.2 -0.5 0.6
0.2 0.0 -0.4
-0.3 -0.3 0.7
0.6 1.1 0.7
-0.4 -0.1 0.3
0.3 0.4 0.2
0.0 -0.2 -0.4

Computed properties:
HOMO-LUMO gap (alpha / beta)	1.428 / 8.431	eV
maximum force	4.11	eV Å⁻¹
total charge	-1
multiplicity	2